[1]
This record from the OMol25 dataset describes C63H48BiN2P2S2Si as an isolated structure. The level of theory is wB97M-V/def2-TZVPD.

Structure (XYZ):
```
119
C63H48BiN2P2S2Si | the OMol25 dataset | wB97M-V/def2-TZVPD
Bi 0.859 -0.130 0.781
C 0.781 3.565 -0.460
Si 0.480 2.486 1.033
C 1.841 2.899 2.304
C 2.476 4.140 2.277
C 3.540 4.432 3.122
C 4.001 3.480 4.017
C 3.388 2.236 4.074
C 2.323 1.952 3.224
P 1.473 0.358 3.329
C 0.172 0.565 4.571
C -0.702 -0.488 4.840
C -1.688 -0.352 5.802
C -1.809 0.838 6.509
C -0.939 1.885 6.249
C 0.043 1.758 5.277
C 2.651 -0.853 3.984
C 3.836 -1.046 3.269
C 4.769 -1.970 3.709
C 4.518 -2.721 4.851
C 3.338 -2.539 5.555
C 2.404 -1.604 5.128
C -1.204 2.867 1.790
C -1.209 3.777 2.851
C -2.374 4.102 3.530
C -3.561 3.480 3.173
C -3.583 2.614 2.089
C -2.426 2.322 1.368
P -2.540 1.639 -0.349
C -4.338 1.917 -0.725
C -5.049 0.614 -0.623
C -7.509 0.951 -1.155
C -7.413 2.440 -1.429
C -6.344 3.251 -1.451
C -4.910 3.040 -1.157
C -2.784 -0.264 -0.233
C -0.807 -1.097 -1.869
C -0.629 -2.432 -1.809
C -1.734 -2.960 0.645
C -2.195 -1.880 1.580
C -2.811 -0.763 1.196
H 0.546 4.604 -0.217
H 0.138 3.267 -1.290
H 1.820 3.506 -0.790
H 2.146 4.894 1.571
H 4.015 5.403 3.073
H 4.839 3.700 4.666
H 3.746 1.485 4.766
H -0.607 -1.429 4.310
H -2.357 -1.179 6.001
H -2.583 0.947 7.258
H -1.022 2.813 6.800
H 0.707 2.591 5.087
H 4.033 -0.473 2.372
H 5.688 -2.110 3.156
H 5.243 -3.448 5.191
H 3.142 -3.122 6.445
H 1.501 -1.454 5.702
H -0.277 4.237 3.163
H -2.350 4.824 4.336
H -4.477 3.693 3.709
H -4.535 2.198 1.781
H -5.321 0.376 0.416
H -7.685 0.815 -0.078
H -8.363 2.907 -1.672
H -6.565 4.278 -1.723
H -4.293 3.927 -1.272
H -0.378 -0.255 -2.399
H -0.083 -3.167 -2.372
H -2.510 -3.722 0.781
H -2.199 -2.166 2.627
H -3.289 -0.133 1.938
S -7.457 -2.195 -2.069
C -8.694 -0.956 -2.279
C -8.662 0.311 -1.883
C -6.206 0.286 -1.530
C -6.102 -1.234 -1.566
C -4.830 -1.642 -1.330
C -4.035 -0.386 -1.085
N -1.802 -1.049 -0.904
C -1.831 -2.504 -0.836
C -2.967 -3.326 -1.375
C -2.561 -4.743 -1.446
C -1.487 -5.349 -0.895
C -0.389 -4.872 -0.013
C 0.790 -5.595 0.048
C 1.845 -5.176 0.861
C 1.638 -4.031 1.622
N 0.507 -3.320 1.603
C -0.466 -3.725 0.806
C 3.115 -5.915 0.900
C 3.391 -7.147 0.381
C 4.734 -7.562 0.592
C 5.461 -6.634 1.267
S 4.525 -5.256 1.649
C -4.256 -2.962 -1.533
H -9.563 -1.365 -2.778
H -9.533 0.927 -2.081
H -5.946 0.630 -2.542
H -3.691 -0.052 -2.081
H -3.236 -5.384 -2.004
H -1.400 -6.407 -1.119
H 0.896 -6.484 -0.563
H 2.414 -3.667 2.288
H 2.659 -7.758 -0.128
H 5.133 -8.506 0.254
H 6.497 -6.683 1.563
H -4.954 -3.743 -1.826
C 5.314 0.177 -1.522
C 4.293 -0.683 -1.897
C 3.101 -0.695 -1.183
C 2.910 0.163 -0.100
C 3.937 1.033 0.261
C 5.133 1.034 -0.445
H 6.248 0.180 -2.068
H 4.424 -1.353 -2.737
H 2.322 -1.395 -1.474
H 3.819 1.728 1.083
H 5.925 1.712 -0.153
```

Its energy is -4521.90282 hartree. The value obtained for the HOMO energy is -0.3408 Ha. The energy above the lowest of the compared OMol25 structures with the same formula, charge and spin is 4.747 eV. The value obtained for the orbital gap is 6.680 eV. As for the net charge: +1. The calculation puts the LUMO energy at -2.593 eV.

Here are the Löwdin charges for atoms 1 to 2, given in e: 1.42 -0.21

=====

[2]
This record from the OMol25 dataset describes C63H51BaN3P4Se2Si as an isolated structure at a distorted geometry. The level of theory is wB97M-V/def2-TZVPD.

Structure (XYZ):
```
125
C63H51BaN3P4Se2Si | the OMol25 dataset | wB97M-V/def2-TZVPD
Ba 1.417 -1.509 -0.871
C 4.265 -4.676 0.820
Si 3.048 -3.270 1.310
C 4.249 -2.231 2.431
C 4.994 -2.892 3.413
C 6.029 -2.279 4.094
C 6.390 -0.979 3.776
C 5.664 -0.284 2.825
C 4.568 -0.879 2.192
P 3.487 0.112 1.097
C 2.674 1.322 2.234
C 1.324 1.585 2.046
C 0.644 2.463 2.879
C 1.305 3.088 3.922
C 2.657 2.842 4.117
C 3.336 1.971 3.281
C 4.675 1.193 0.225
C 4.487 2.569 0.095
C 5.359 3.327 -0.673
C 6.426 2.722 -1.322
C 6.616 1.352 -1.202
C 5.746 0.592 -0.437
C 1.841 -4.188 2.524
C 2.029 -5.536 2.849
C 1.097 -6.258 3.578
C -0.073 -5.654 4.016
C -0.285 -4.315 3.727
C 0.655 -3.594 2.987
P 0.456 -1.810 2.730
C 0.704 -1.226 4.452
C 1.963 -0.757 4.803
C 2.239 -0.367 6.106
C 1.257 -0.438 7.075
C -0.004 -0.920 6.743
C -0.276 -1.319 5.446
C -1.335 -1.597 2.439
C -1.978 -2.451 1.545
C -3.264 -2.177 1.100
C -3.937 -1.054 1.551
C -3.309 -0.199 2.446
C -2.015 -0.452 2.869
H 4.780 -5.168 1.652
H 5.040 -4.253 0.171
H 3.749 -5.449 0.241
H 4.759 -3.930 3.637
H 6.584 -2.825 4.850
H 7.235 -0.509 4.267
H 5.966 0.719 2.551
H 0.749 1.094 1.277
H -0.413 2.638 2.702
H 0.773 3.760 4.585
H 3.182 3.324 4.934
H 4.381 1.781 3.463
H 3.661 3.052 0.603
H 5.205 4.396 -0.756
H 7.110 3.315 -1.918
H 7.448 0.871 -1.703
H 5.910 -0.477 -0.341
H 2.928 -6.047 2.513
H 1.283 -7.302 3.804
H -0.808 -6.216 4.580
H -1.188 -3.828 4.067
H 2.740 -0.711 4.065
H 3.231 -0.006 6.357
H 1.473 -0.127 8.091
H -0.776 -0.992 7.500
H -1.260 -1.701 5.203
H -1.471 -3.344 1.195
H -3.745 -2.849 0.398
H -4.937 -0.845 1.192
H -3.818 0.689 2.802
H -1.523 0.249 3.533
Se -5.628 -0.106 -2.272
P -4.164 1.393 -2.255
C -4.657 2.805 -1.235
C -4.961 4.037 -1.799
C -5.443 5.065 -1.000
C -5.625 4.863 0.360
C -5.336 3.624 0.920
C -4.859 2.598 0.126
C -3.822 2.121 -3.892
C -4.658 1.845 -4.967
C -4.415 2.422 -6.203
C -3.337 3.281 -6.365
C -2.508 3.570 -5.290
C -2.750 2.992 -4.055
C -2.580 0.847 -1.571
C -1.568 -0.067 -1.932
N -0.733 -0.164 -0.878
N -1.177 0.640 0.058
N -2.263 1.263 -0.325
P -1.175 -0.861 -3.476
Se 0.156 -2.612 -3.369
C -2.703 -1.394 -4.247
C -3.230 -0.768 -5.373
C -4.388 -1.265 -5.947
C -5.015 -2.374 -5.404
C -4.488 -2.996 -4.281
C -3.329 -2.514 -3.704
C -0.322 0.394 -4.467
C -0.104 0.161 -5.823
C 0.671 1.034 -6.567
C 1.271 2.123 -5.954
C 1.083 2.344 -4.598
C 0.281 1.492 -3.856
H -4.832 4.211 -2.860
H -5.676 6.023 -1.448
H -5.998 5.665 0.985
H -5.483 3.459 1.980
H -4.634 1.632 0.557
H -5.492 1.166 -4.820
H -5.069 2.201 -7.038
H -3.142 3.730 -7.332
H -1.669 4.244 -5.416
H -2.108 3.221 -3.210
H -2.752 0.108 -5.792
H -4.804 -0.777 -6.820
H -5.923 -2.757 -5.854
H -4.983 -3.860 -3.853
H -2.904 -2.999 -2.835
H -0.531 -0.715 -6.296
H 0.823 0.851 -7.624
H 1.894 2.794 -6.535
H 1.558 3.187 -4.109
H 0.128 1.683 -2.801
```

Its energy is -9078.96283 hartree. The value obtained for the HOMO energy is -0.2311 Ha. The energy above the lowest of the compared OMol25 structures with the same formula, charge and spin is 0.254 eV. The value obtained for the orbital gap is 6.120 eV. As for the net charge: 0. The calculation puts the LUMO energy at -0.167 eV.

Here are the Löwdin charges for atoms 1 to 2, given in e: 1.20 -0.29

=====

[3]
This record from the OMol25 dataset describes C63H61FeIN4SbSi3 as an isolated structure at a distorted geometry. The level of theory is wB97M-V/def2-TZVPD.

Structure (XYZ):
```
134
C63H61FeIN4SbSi3 | the OMol25 dataset | wB97M-V/def2-TZVPD
Fe -0.359 0.104 0.641
C -1.601 7.760 0.065
C -0.975 7.058 -0.958
C -0.782 5.686 -0.846
C -1.198 4.988 0.290
C -1.828 5.705 1.306
C -2.031 7.077 1.196
C -0.947 3.518 0.404
C -2.070 2.654 0.407
C -3.420 2.993 0.666
C -4.119 1.804 0.789
C -3.203 0.760 0.512
C -3.447 -0.603 0.199
C -4.467 -1.422 0.797
C -5.174 -1.020 1.953
C -6.131 -1.837 2.534
C -6.419 -3.089 2.000
C -5.716 -3.515 0.874
C -4.759 -2.706 0.286
C -2.658 -1.012 -0.988
N -1.289 -1.043 -0.974
C -0.889 -0.999 -2.292
C 0.528 -1.326 -2.796
C 1.058 -0.175 -3.676
C 1.010 1.136 -3.192
C 1.490 2.188 -3.954
C 2.018 1.958 -5.222
C 2.068 0.665 -5.715
C 1.594 -0.393 -4.941
C 1.421 -1.507 -1.578
C 2.256 -2.737 -1.262
C 2.132 -2.676 0.277
C 2.053 -1.154 0.603
N 1.389 -0.639 -0.642
C 3.121 0.965 1.603
C 2.128 1.895 1.295
C 2.459 3.314 1.357
C 1.411 4.018 0.899
C 0.344 3.086 0.624
N 0.810 1.773 0.842
C 4.176 1.418 2.540
C 3.837 2.053 3.744
C 4.804 2.439 4.663
C 6.150 2.191 4.417
C 6.509 1.557 3.234
C 5.538 1.177 2.317
C -1.992 -0.887 -3.120
C -3.128 -0.921 -2.285
N -1.950 1.304 0.281
H -1.749 8.831 -0.017
H -0.638 7.580 -1.847
H -0.300 5.133 -1.644
H -2.144 5.179 2.200
H -2.518 7.616 2.002
H -3.815 3.995 0.747
H -5.181 1.678 0.953
H -4.943 -0.064 2.404
H -6.650 -1.501 3.425
H -7.164 -3.726 2.462
H -5.917 -4.495 0.454
H -4.210 -3.049 -0.582
H 0.594 1.324 -2.208
H 1.447 3.197 -3.558
H 2.383 2.785 -5.820
H 2.478 0.470 -6.699
H 1.656 -1.403 -5.333
H 1.807 -3.641 -1.678
H 2.856 -3.235 0.854
H 3.422 3.697 1.654
H 1.343 5.089 0.780
H 2.787 2.220 3.959
H 4.502 2.921 5.587
H 6.905 2.481 5.139
H 7.553 1.360 3.020
H 5.848 0.701 1.389
H -1.980 -0.754 -4.192
H -4.167 -0.832 -2.577
I -1.596 -0.007 3.111
C 0.217 -0.485 4.017
C 0.296 -0.429 5.393
C 1.493 -0.768 6.005
C 2.552 -1.150 5.206
C 2.475 -1.194 3.811
C 3.715 -1.611 3.136
C 4.127 -1.280 1.921
C 3.349 -0.404 0.966
C 0.981 -0.988 1.693
C 1.262 -0.865 3.155
H -0.565 -0.125 5.977
H 1.594 -0.730 7.084
H 3.495 -1.423 5.667
H 4.392 -2.196 3.752
H 5.089 -1.653 1.615
H 3.912 -0.257 0.035
C 2.048 -4.475 4.306
Si 0.954 -4.687 2.805
C 1.880 -5.840 1.625
C -0.566 -5.632 3.396
Sb 0.054 -2.930 1.120
Si 0.113 -2.974 -3.728
C -0.913 -2.737 -5.289
C 1.538 -4.024 -4.378
C -0.830 -4.086 -2.561
Si 4.025 -2.652 -2.064
C 4.225 -1.088 -3.065
C 5.517 -2.726 -0.934
C 4.305 -4.158 -3.155
H 2.339 -5.473 4.656
H 1.520 -3.957 5.115
H 2.953 -3.907 4.080
H 1.740 -6.883 1.929
H 2.955 -5.624 1.620
H 1.520 -5.741 0.593
H -0.315 -6.675 3.623
H -1.354 -5.627 2.634
H -0.985 -5.177 4.303
H -0.691 -3.569 -5.967
H -0.691 -1.804 -5.817
H -1.980 -2.749 -5.065
H 2.252 -3.466 -4.996
H 1.080 -4.789 -5.015
H 2.098 -4.542 -3.597
H -1.635 -3.538 -2.058
H -0.188 -4.529 -1.790
H -1.276 -4.912 -3.131
H 3.744 -0.232 -2.577
H 3.782 -1.177 -4.061
H 5.290 -0.857 -3.183
H 5.772 -1.750 -0.520
H 6.351 -3.040 -1.569
H 5.426 -3.450 -0.117
H 3.946 -4.012 -4.175
H 3.821 -5.056 -2.755
H 5.381 -4.357 -3.202
```

Its energy is -5326.50567 hartree. The value obtained for the HOMO energy (spin up / spin down) is -0.1098 / -0.1305 Ha. The energy above the lowest of the compared OMol25 structures with the same formula, charge and spin is 1.217 eV. The value obtained for the orbital gap (spin up / spin down) is 4.481 / 5.510 eV. As for the net charge: -1. The calculation puts the LUMO energy (spin up / spin down) at 1.494 / 1.960 eV. As for the spin multiplicity: 5.

Here are the Löwdin charges for atoms 1 to 2, given in e: 0.54 -0.11